{
  "formula": "C42H92N4O6",
  "method": "ωB97M-V/def2-TZVPD",
  "gap_ev": [1.5065, 8.0568],
  "total_charge": -1,
  "e_lumo_ev": [2.3, 2.2],
  "homo_energy_ev": [0.749, -5.830],
  "spin_multiplicity": 2,
  "e_tot_ha": -2325.5504,
  "symbols": ["C", "C", "C", "C", "C", "C", "N", "O", "C", "C", "C", "H", "H", "H", "H", "H", "H", "H", "H", "H", "H", "H", "H", "H", "H", "H", "H", "H", "H", "H", "C", "C", "C", "C", "C", "C", "N", "O", "C", "C", "C", "H", "H", "H", "H", "H", "H", "H", "H", "H", "H", "H", "H", "H", "H", "H", "H", "H", "H", "H", "C", "C", "C", "C", "C", "C", "N", "O", "C", "C", "C", "H", "H", "H", "H", "H", "H", "H", "H", "H", "H", "H", "H", "H", "H", "H", "H", "H", "H", "H", "C", "C", "C", "C", "C", "C", "N", "O", "C", "C", "C", "H", "H", "H", "H", "H", "H", "H", "H", "H", "H", "H", "H", "H", "H", "H", "H", "H", "H", "H", "C", "C", "C", "O", "H", "H", "H", "H", "H", "H", "H", "H", "C", "C", "C", "O", "H", "H", "H", "H", "H", "H", "H", "H"],
  "positions_angstrom": [[-0.3149, 2.0028, 2.6665], [-0.8331, 0.5505, 2.3073], [-1.1796, 0.4893, 0.6736], [-1.1161, -0.8289, -0.0405], [0.3545, -1.3193, 0.0998], [0.8585, -1.4055, 1.6274], [0.3727, -0.3050, 2.4865], [0.8037, -0.4125, 3.8457], [0.2752, -2.7897, 2.1631], [2.3986, -1.4604, 1.5158], [-2.0444, 0.0632, 3.1005], [-1.1023, 2.6912, 2.3596], [0.6148, 2.1994, 2.1327], [-0.2481, 2.1539, 3.7439], [-2.1698, 0.8692, 0.4221], [-0.5950, 1.3058, 0.2497], [-1.5682, -0.6317, -1.0125], [-1.8247, -1.5303, 0.3999], [0.9650, -0.5749, -0.4114], [0.5159, -2.2389, -0.4629], [0.4261, -3.0108, 3.2197], [-0.8022, -2.8038, 1.9989], [0.7643, -3.6622, 1.7299], [2.7952, -0.5647, 1.0377], [2.8704, -1.6610, 2.4777], [2.7320, -2.2435, 0.8349], [-2.0662, -1.0151, 2.9426], [-2.9027, 0.6676, 2.8072], [-1.9514, 0.2447, 4.1713], [1.3361, 0.3833, 3.9158], [-1.5111, 2.7074, -4.5401], [-0.9671, 1.6872, -5.5625], [-0.0207, 2.3830, -6.6060], [1.3628, 2.6245, -6.1099], [2.0560, 1.4418, -5.5562], [1.1878, 0.7273, -4.5271], [-0.2427, 0.5900, -4.9480], [-1.0972, -0.1793, -4.1503], [1.7737, -0.7619, -4.3999], [1.3543, 1.4020, -3.1970], [-2.1192, 1.2471, -6.4580], [-0.8267, 3.1126, -3.7947], [-2.4021, 2.4421, -3.9711], [-1.9063, 3.5662, -5.0827], [-0.0463, 1.6899, -7.4468], [-0.3946, 3.3481, -6.9479], [1.2949, 3.3875, -5.3345], [1.8441, 3.1929, -6.9057], [2.9773, 1.7031, -5.0355], [2.3621, 0.9220, -6.4641], [2.7107, -0.9053, -4.9381], [1.8366, -1.0898, -3.3623], [1.2070, -1.5246, -4.9340], [1.0749, 2.4554, -3.1804], [0.9977, 0.8472, -2.3292], [2.4323, 1.4814, -3.0560], [-1.7771, 0.5174, -7.1919], [-2.7032, 2.0376, -6.9293], [-2.7773, 0.6604, -5.8171], [-1.5522, -0.6961, -4.8193], [-5.1059, -2.0846, 0.3857], [-4.6709, -3.5223, -0.1813], [-3.8732, -3.4569, -1.4768], [-3.0055, -4.6296, -1.8358], [-2.1980, -5.0485, -0.5859], [-3.0626, -5.3520, 0.6631], [-3.9050, -4.1998, 0.9433], [-4.5996, -4.2897, 2.1134], [-3.7608, -6.6647, 0.5284], [-2.1570, -5.4346, 1.9247], [-5.9569, -4.3127, -0.4584], [-5.8177, -1.5559, -0.2482], [-4.1661, -1.5342, 0.3417], [-5.4199, -2.0442, 1.4288], [-4.5149, -3.2354, -2.3296], [-3.1756, -2.6276, -1.3600], [-2.3455, -4.2994, -2.6380], [-3.7556, -5.3115, -2.2364], [-1.4714, -4.2887, -0.2982], [-1.6177, -5.9107, -0.9145], [-4.4925, -6.8460, 1.3157], [-4.2458, -6.7879, -0.4399], [-3.0475, -7.4830, 0.6268], [-2.7211, -5.9028, 2.7313], [-1.1945, -5.9120, 1.7410], [-1.8872, -4.4683, 2.3509], [-6.5278, -4.4517, 0.4597], [-5.5987, -5.2349, -0.9158], [-6.4477, -3.7055, -1.2191], [-4.2795, -3.4427, 2.4322], [3.9906, 5.7961, 1.3099], [3.9604, 4.3270, 1.3825], [3.1133, 3.8315, 0.1759], [3.2656, 2.3849, -0.2222], [4.8210, 2.0593, -0.4127], [5.7056, 2.3357, 0.8787], [5.3762, 3.7381, 1.3564], [6.2281, 4.0725, 2.4085], [5.5830, 1.3622, 2.1029], [7.1463, 2.2091, 0.3688], [3.1902, 3.8171, 2.6123], [4.4449, 6.0821, 0.3613], [4.5037, 6.2311, 2.1676], [3.0049, 6.2558, 1.3819], [2.0589, 3.8657, 0.4498], [3.3204, 4.4323, -0.7097], [2.7944, 2.0713, -1.1537], [2.7774, 1.8601, 0.5990], [5.1554, 2.6156, -1.2884], [4.9136, 0.9986, -0.6459], [4.5387, 1.2892, 2.4064], [5.9801, 0.3798, 1.8472], [6.0064, 1.6245, 3.0725], [7.8419, 2.4904, 1.1595], [7.4758, 1.2188, 0.0545], [7.2497, 3.0270, -0.3442], [2.2350, 4.3323, 2.7130], [3.8513, 4.2245, 3.3773], [3.2222, 2.7472, 2.8182], [6.5576, 4.8998, 2.0499], [-5.2451, 2.5254, -2.3909], [-4.4811, 2.4659, -0.9917], [-5.0462, 3.3592, 0.1004], [-4.5823, 1.1260, -0.4918], [-4.6411, 2.0742, -3.1781], [-5.4045, 3.5678, -2.6665], [-6.2459, 2.0987, -2.3243], [-3.4401, 2.6820, -1.2317], [-4.4081, 3.6974, 0.9169], [-6.0484, 3.0534, 0.4007], [-5.3128, 4.3097, -0.3617], [-5.4750, 0.8029, -0.6345], [3.6449, -0.9895, 7.0723], [2.9161, -2.0702, 6.3152], [1.4503, -2.1557, 6.7192], [3.0629, -1.8811, 4.9592], [3.7738, -1.0553, 8.1527], [3.0783, -0.0914, 6.8266], [4.6742, -0.8734, 6.7327], [3.4624, -3.0122, 6.2663], [0.7979, -2.6772, 6.0188], [1.0761, -1.1812, 7.0327], [1.4212, -2.7250, 7.6483], [2.1893, -1.7719, 4.5764]],
  "forces_ev_per_angstrom": [[-1.7974, -0.9987, -0.3951], [1.1464, -0.1592, -1.8522], [-0.4881, 1.4845, 2.1069], [1.0726, -0.0757, 1.0894], [-0.9200, 0.9516, 0.2882], [-1.0039, -1.8930, -0.6260], [0.2941, 0.1862, -1.4639], [-0.4995, -0.1890, -0.7159], [0.6075, 0.5473, 0.0337], [-0.2707, -0.0013, 0.2324], [0.7710, 0.6879, 0.2218], [0.1166, 0.3312, -0.2338], [-0.0773, 0.0597, 0.1432], [0.3932, -0.1967, 0.0725], [-0.5080, 0.1557, 1.0223], [0.7921, -0.4558, -0.4082], [0.8195, -0.3178, -0.5827], [0.0399, -0.1816, 0.3599], [0.1783, 0.1814, 0.0462], [0.1806, -0.3631, 0.5367], [0.0683, 0.7077, 0.3663], [0.1031, -0.1051, -0.2078], [-0.1707, 0.0766, -0.7084], [-0.0713, 0.3744, 0.4178], [0.1156, 0.2675, -0.0140], [-0.3737, -0.3759, 0.0413], [-0.8073, 0.0599, -0.1037], [-0.3294, -0.6057, -0.3258], [0.3622, -0.1275, 0.1312], [0.3571, 0.0597, 0.3436], [-0.6277, 0.9118, -0.0410], [0.4682, 2.1866, -0.2920], [-0.4493, -0.9220, 0.7332], [-0.2283, 2.3994, 0.4230], [0.0789, 0.1362, -0.8877], [-0.8348, -3.0352, -0.0266], [0.9153, 0.3852, -2.4394], [0.4366, 0.1587, 0.8355], [-0.4836, 0.2798, -0.3743], [1.2279, 0.6654, 0.5961], [-0.4644, -1.7230, 1.0962], [0.3611, -0.2301, -0.2289], [0.0925, -0.8825, 0.0072], [0.2183, 0.2762, -0.2743], [0.4156, 0.1001, -0.2728], [-0.5339, -0.1480, 0.0940], [-0.1820, 0.2065, 0.3398], [0.7947, -0.4574, -0.1347], [0.0683, 0.1033, -0.1036], [-0.1676, -1.1566, 0.3701], [0.5464, 0.6210, 0.5245], [0.2023, 0.0525, -0.0432], [-0.8319, 0.3344, 0.1334], [-0.5759, -0.1340, 0.0477], [-0.5084, 0.0950, -0.2060], [0.2790, -0.2566, 0.2130], [0.1635, 0.1920, -0.3030], [0.3117, 0.1395, 0.1478], [-0.6277, 0.1733, -0.0877], [-0.1107, -0.5212, 0.1070], [1.9370, -0.7783, -0.9304], [-1.9451, -0.5105, 2.1797], [0.8986, 1.8065, 0.5734], [-0.5971, 0.3957, 0.9930], [-0.5547, -0.3912, -0.6481], [1.2354, 0.7039, 0.8820], [1.4967, 1.3222, -4.2266], [-0.7504, 0.2434, 0.9298], [-0.5828, -1.1930, -0.2580], [0.1044, 0.0852, 0.1851], [0.9817, 0.4364, -0.4559], [-0.0965, -0.2844, -0.0446], [-0.0653, 0.5088, 0.0781], [-0.3297, -0.4253, -0.1956], [-0.2531, 0.2767, 0.1939], [-0.0927, 0.4685, -0.1202], [0.0429, -0.2943, -0.0667], [0.7377, -1.1029, 0.0695], [-0.0832, 0.3324, -0.2311], [0.0977, -0.3625, 0.5959], [-0.1560, 0.2798, 0.0259], [-0.0923, 0.0076, 0.0098], [0.2137, -0.0181, -0.0982], [0.2307, -0.4407, -0.0649], [-0.1768, -0.5079, -0.0700], [-0.2134, 0.2277, -0.4630], [-0.1405, -0.1447, -0.2799], [-0.7158, -0.3169, 0.1001], [-0.6812, -0.3332, 0.1114], [-0.5190, -0.0602, 1.2729], [0.3368, 1.3090, 0.4280], [-0.6216, -3.7804, -0.2554], [0.3100, -0.1669, -1.0965], [2.3887, -0.5590, 0.5138], [-1.8381, -0.5404, 2.1125], [-0.6109, 0.2870, 0.4791], [-0.6362, -0.7124, -3.0300], [-0.4389, 0.7501, 0.5419], [-1.2804, -0.2836, -0.6105], [0.3312, 1.7923, 0.9394], [1.7059, 1.3835, 1.0693], [0.1305, 0.2862, 0.1451], [0.4709, 0.0545, -0.0604], [-0.2573, -0.3246, -0.2878], [-0.0536, 0.9861, -0.0262], [-0.1592, 0.3720, 0.0024], [-0.3283, 0.5186, 0.2024], [0.3861, -0.8547, -0.0515], [0.3111, 0.2206, 0.2690], [0.1493, -0.1214, -0.0627], [-0.2612, -0.5532, -0.4218], [-0.2272, -0.1355, -0.0354], [0.7833, 0.7536, -0.5163], [0.0066, -0.0679, 0.3005], [-0.5575, 0.1008, -0.4259], [0.3496, -0.4607, -0.6621], [-0.1718, -0.4819, -0.0229], [-0.2943, -0.0132, 0.8550], [-0.5423, 0.0650, -0.5979], [0.5686, 0.1591, 0.4657], [0.5764, 0.8963, 1.4411], [-1.4906, -0.8164, -0.7762], [-0.6867, 1.8116, -1.2767], [1.0516, -0.3599, -0.1313], [-0.1897, -0.2887, 0.1374], [0.1371, 0.1612, -0.0792], [0.0738, -0.3464, 0.0149], [0.0939, -0.1461, 0.4148], [0.1297, -0.8759, 0.1600], [0.2738, -0.6068, 0.4838], [0.1907, 0.4481, -0.3024], [-0.0867, 0.1070, -0.0764], [0.4347, 0.6117, -0.0598], [0.3546, -1.4583, 0.4817], [0.5261, -0.5313, 1.2866], [-0.2350, 1.5661, -2.5535], [-0.6630, -0.4338, 0.1127], [0.2836, 0.4064, 0.2108], [-0.0868, 0.0032, -0.4682], [-0.2317, -0.6850, 2.0924], [0.1096, 0.2685, -0.1814], [-0.2094, 0.1475, -0.5889], [-0.1243, -0.2423, 0.1254], [-0.1669, 0.4145, -0.4445]]
}